1.
# C2

A 2-piece molecular cluster, C2 overall at a distorted geometry (the ωB97M-V functional and the def2-TZVPD basis, the OMol25 dataset).

Structure (XYZ):
```
2
Properties=species:S:1:pos:R:3:forces:R:3
C 0.000 0.000 1.236 0.00 0.00 -4.94
C 0.000 0.000 -1.236 0.00 0.00 4.94
```
Forces are in eV/Å.

The calculation puts the HOMO energy at -8.33 eV. The calculation puts the energy above the lowest of the compared OMol25 structures with the same formula, charge and spin at 149.6 kcal/mol. The total charge is 0. The value obtained for the energy is -75.639034 hartree. As for the largest force on an atom: 0.09616 Eh/bohr. As for the HOMO-LUMO gap: 6.08 eV.

Here is what Mulliken gives for the atomic charges, in e: number 1, C, carries 0.000; number 2, C, carries 0.000


2.
# C5H32N2O9

A 10-piece molecular cluster, C5H32N2O9 overall at a distorted geometry (the ωB97M-V functional and the def2-TZVPD basis, the OMol25 dataset).

Structure (XYZ):
```
48
Properties=species:S:1:pos:R:3:forces:R:3
C -0.850 -0.898 -0.145 -1.46 -0.53 -1.05
C 0.663 -0.805 -0.106 1.12 1.23 2.29
C 1.225 -0.712 1.331 0.38 0.74 1.24
N 1.110 -2.010 1.973 -0.70 -0.15 0.52
C 2.616 -0.018 1.470 0.85 -1.19 -0.68
N 2.652 1.362 0.978 1.67 -1.88 0.75
C 3.434 1.445 -0.295 -2.06 0.15 1.04
H -1.431 -1.792 0.160 1.24 0.00 0.34
H -1.423 -0.107 0.371 0.92 0.18 -0.19
H -1.118 -0.877 -1.201 -0.24 0.52 -0.10
H 1.337 -1.515 -0.596 -0.85 -0.49 -0.07
H 0.998 0.134 -0.512 -0.45 0.55 -0.74
H 0.710 0.017 2.004 -0.92 -0.33 -0.88
H 1.923 -2.547 2.215 0.26 0.09 -0.23
H 0.379 -2.575 1.548 0.53 -0.12 -0.02
H 3.025 -0.081 2.503 -0.72 -0.06 -0.24
H 3.353 -0.613 0.883 -0.31 0.33 0.17
H 1.773 1.818 1.156 -0.03 0.48 -0.95
H 4.365 0.891 -0.241 0.01 -0.13 0.48
H 2.804 0.954 -1.057 0.69 0.83 -0.56
H 3.698 2.490 -0.379 -0.19 0.21 -0.95
O -3.043 1.944 -2.810 0.24 0.28 1.05
H -2.411 2.269 -2.144 0.05 -0.07 -0.48
H -3.813 1.916 -2.226 -0.29 -0.15 -0.43
O 0.616 2.259 -3.238 -1.29 0.54 -0.74
H -0.312 1.978 -3.148 0.46 -0.49 0.32
H 0.454 2.870 -3.984 0.75 -0.13 0.38
O -1.330 -4.195 0.326 -0.27 0.36 0.35
H -1.172 -4.770 -0.423 -0.23 -0.19 -0.16
H -2.245 -3.869 0.277 0.49 -0.33 -0.17
O -1.499 2.554 3.034 0.92 -0.20 1.49
H -0.672 3.036 3.188 -0.14 0.40 -0.82
H -1.420 1.999 3.832 -0.76 -0.17 -0.44
O -0.894 -2.438 -2.920 0.14 -0.18 -0.26
H -0.488 -2.803 -2.128 -0.12 0.00 0.18
H -1.817 -2.706 -2.876 -0.02 0.02 0.00
O -2.144 -1.972 2.908 -0.32 0.07 -0.08
H -2.196 -2.933 2.869 0.24 0.11 0.05
H -1.240 -1.735 2.670 0.16 -0.19 0.11
O 2.349 -1.187 -2.683 0.34 0.33 0.79
H 2.580 -1.117 -3.609 -0.36 -0.42 -0.21
H 1.744 -1.912 -2.495 0.12 0.13 -0.81
O -3.105 2.349 0.821 -0.70 -0.25 -1.08
H -3.468 1.455 0.920 0.24 0.59 0.42
H -3.099 2.808 1.661 0.00 -0.50 0.50
O -0.567 3.289 0.254 0.56 0.48 0.15
H -0.569 2.826 -0.584 -0.02 -0.03 -0.08
H -1.480 3.519 0.451 0.07 -0.44 -0.21
```
Forces are in eV/Å.

The calculation puts the HOMO energy at -7.86 eV. The calculation puts the energy above the lowest of the compared OMol25 structures with the same formula, charge and spin at 76.8 kcal/mol. The total charge is 0. The value obtained for the energy is -996.274443 hartree. The SMILES is CC[C@@H](N)CNC.O.O.O.O.O.O.O.O.O. As for the largest force on an atom: 0.05500 Eh/bohr. As for the HOMO-LUMO gap: 7.84 eV.

Here is what Mulliken gives for the atomic charges, in e: number 1, C, carries -0.946; number 2, C, carries 0.712; number 3, C, carries 0.347; number 4, N, carries -0.524; number 5, C, carries -1.138; number 6, N, carries -0.305; number 7, C, carries -0.743; number 8, H, carries -0.044; number 9, H, carries 0.120; number 10, H, carries 0.712; number 11, H, carries 0.166; number 12, H, carries -0.376; number 13, H, carries -0.005; number 14, H, carries 0.205; number 15, H, carries 0.102; number 16, H, carries 0.248; number 17, H, carries 0.433; number 18, H, carries 0.268; number 19, H, carries 0.292; number 20, H, carries 0.214; number 21, H, carries 0.318; number 22, O, carries -0.634; number 23, H, carries 0.288; number 24, H, carries 0.314; number 25, O, carries -0.581; number 26, H, carries 0.290; number 27, H, carries 0.289; number 28, O, carries -0.601; number 29, H, carries 0.270; number 30, H, carries 0.327; number 31, O, carries -0.561; number 32, H, carries 0.293; number 33, H, carries 0.283; number 34, O, carries -0.614; number 35, H, carries 0.295; number 36, H, carries 0.302; number 37, O, carries -0.685; number 38, H, carries 0.305; number 39, H, carries 0.344; number 40, O, carries -0.548; number 41, H, carries 0.271; number 42, H, carries 0.318; number 43, O, carries -0.602; number 44, H, carries 0.271; number 45, H, carries 0.264; number 46, O, carries -0.548; number 47, H, carries 0.253; number 48, H, carries 0.341


3.
# C6H7N6S

A 2-piece molecular cluster, C6H7N6S overall at a distorted geometry (the ωB97M-V functional and the def2-TZVPD basis, the OMol25 dataset).

Structure (XYZ):
```
20
Properties=species:S:1:pos:R:3:forces:R:3
C 2.040 -0.874 0.479 -0.68 0.03 -0.65
C 2.662 0.343 2.179 -0.38 0.58 -0.06
C 1.112 0.141 0.306 0.81 -0.02 0.87
C -1.429 1.621 -0.018 2.40 -2.62 -1.37
C -0.887 -1.824 -1.002 0.17 0.24 -0.08
C -0.130 -0.641 -1.612 -0.36 -0.37 -0.11
N -1.400 2.522 0.929 1.15 -0.64 -0.42
N 2.894 -0.733 1.517 0.65 -0.21 0.57
N -2.580 1.322 -0.570 1.04 -0.44 -0.23
N -2.683 2.845 0.972 -1.18 0.54 0.22
N -3.376 2.145 0.095 -0.80 0.62 0.38
N 0.265 0.373 -0.690 -3.17 3.15 0.63
S 1.354 1.331 1.572 0.43 -0.66 -0.02
H 2.148 -1.726 -0.170 -0.11 -0.09 -0.11
H 3.202 0.645 3.055 0.16 0.04 0.25
H -1.112 -2.557 -1.776 -0.04 -0.09 -0.01
H -0.285 -2.296 -0.228 -0.01 -0.10 0.07
H -1.816 -1.470 -0.562 -0.10 0.02 0.04
H 0.781 -1.011 -2.114 -0.11 0.13 0.01
H -0.760 -0.156 -2.364 0.13 -0.11 0.02
```
Forces are in eV/Å.

The calculation puts the HOMO energy (alpha / beta) at -4.19 / -4.20 eV. The calculation puts the energy above the lowest of the compared OMol25 structures with the same formula, charge and spin at 0.0 kcal/mol. The total charge is -1. The value obtained for the energy is -959.472531 hartree. As for the largest force on an atom: 0.08774 Eh/bohr. As for the HOMO-LUMO gap (alpha / beta): 7.40 / 7.40 eV.

Here is what Mulliken gives for the atomic charges, in e: number 1, C, carries -0.542; number 2, C, carries -0.181; number 3, C, carries 0.614; number 4, C, carries 0.688; number 5, C, carries -1.022; number 6, C, carries -0.732; number 7, N, carries -0.189; number 8, N, carries -0.646; number 9, N, carries -0.216; number 10, N, carries -0.434; number 11, N, carries -0.453; number 12, N, carries -0.382; number 13, S, carries -0.063; number 14, H, carries 0.414; number 15, H, carries 0.390; number 16, H, carries 0.349; number 17, H, carries 0.299; number 18, H, carries 0.298; number 19, H, carries 0.444; number 20, H, carries 0.366


4.
# C4H4O2

One molecule with the formula C4H4O2 (the ωB97M-V functional and the def2-TZVPD basis, the OMol25 dataset).

Structure (XYZ):
```
10
Properties=species:S:1:pos:R:3:forces:R:3
O 1.453 1.211 -1.348 -0.34 -0.39 0.33
C 0.706 0.566 -0.672 0.39 0.24 -0.24
C 0.168 0.701 0.770 0.00 0.15 0.08
C -0.667 -0.543 0.481 0.02 -0.15 0.35
O -1.415 -0.317 -0.704 -0.14 0.12 0.00
C -0.056 -0.751 -0.841 0.18 -0.19 -0.27
H -0.316 1.620 1.105 0.00 -0.13 -0.15
H 1.014 0.453 1.422 -0.12 0.10 0.05
H -1.054 -1.280 1.175 0.14 0.07 -0.12
H 0.167 -1.660 -1.389 -0.12 0.18 -0.03
```
Forces are in eV/Å.

The calculation puts the HOMO energy at -9.75 eV. The calculation puts the energy above the lowest of the compared OMol25 structures with the same formula, charge and spin at 42.6 kcal/mol. The total charge is 0. The value obtained for the energy is -305.211603 hartree. The SMILES is O=C1C[C@H]2O[C@@H]12. As for the largest force on an atom: 0.01197 Eh/bohr. As for the HOMO-LUMO gap: 10.69 eV.

Here is what Mulliken gives for the atomic charges, in e: number 1, O, carries -0.535; number 2, C, carries 0.256; number 3, C, carries -0.448; number 4, C, carries -0.125; number 5, O, carries -0.385; number 6, C, carries -0.104; number 7, H, carries 0.289; number 8, H, carries 0.240; number 9, H, carries 0.407; number 10, H, carries 0.404


- The lowest energy above the lowest of the compared OMol25 structures with the same formula, charge and spin belongs to which entry?
  C6H7N6S


- What is the energy in the third record?
  -959.472531 hartree